(1)
# BH5N2

2 unconnected molecules or ions with the total composition BH5N2 at a distorted geometry (the ωB97M-V functional and the def2-TZVPD basis, the OMol25 dataset).

Each line ends with the Löwdin charge.
Cartesian coordinates (Å):
H  1.8090  -1.8334  0.4203  0.0350
B  1.5623  -0.6817  0.0106  -0.1755
N  1.7862  0.5524  0.0438  0.1128
H  1.4749  1.4092  -0.4298  0.0372
N  -1.7954  -0.0888  0.0586  0.0197
H  -1.4520  0.2919  0.8920  -0.0222
H  -2.4115  0.5422  -0.4279  0.0038
H  -0.9735  -0.1919  -0.5677  -0.0109

Values from the calculation:
E_tot = -3737.0103 eV
HOMO energy = -10.2 eV
structure (SMILES) = [H]/B=N/[H].N
HOMO-LUMO gap = 10.7 eV

(2)
# BH5N2

2 unconnected molecules or ions with the total composition BH5N2 at a distorted geometry (the ωB97M-V functional and the def2-TZVPD basis, the OMol25 dataset).

Each line ends with the Löwdin charge.
Cartesian coordinates (Å):
B  -0.2137  -0.3070  0.1635  -0.5634
N  -0.7369  0.8952  -0.3108  0.1255
N  1.1066  -0.5740  0.0144  0.1693
H  -1.5442  -1.2598  1.2205  0.0735
H  -1.7323  0.9655  -0.4514  0.0618
H  -0.1842  1.4402  -0.8664  0.0316
H  1.4992  -1.2323  0.5340  0.0075
H  1.8057  0.0723  -0.3038  0.0941

Values from the calculation:
E_tot = -3737.0663 eV
HOMO energy = -9.4 eV
HOMO-LUMO gap = 10.1 eV

(3)
# Ba2FRb

A molecular structure, Ba2FRb at a distorted geometry (the ωB97M-V functional and the def2-TZVPD basis, the OMol25 dataset).

Each line ends with the Löwdin charge.
Cartesian coordinates (Å):
Rb  -14.9495  -9.1687  8.3578  0.9955
Ba  -17.8670  -7.6614  5.2146  1.9709
Ba  -16.2699  -11.2974  5.5529  1.9456
F  -17.6436  -9.6104  7.1580  -0.9120

Values from the calculation:
charge = +4
E_tot = -4716.4730 eV
HOMO energy = -28.3 eV
HOMO-LUMO gap = 11.1 eV

(4)
# BaF36P6

A molecular structure, BaF36P6 at a distorted geometry (the ωB97M-V functional and the def2-TZVPD basis, the OMol25 dataset).

Each line ends with the Löwdin charge.
Cartesian coordinates (Å):
Ba  -18.5436  3.7904  -0.2161  2.1143
P  -15.7459  5.6709  0.7597  0.1319
F  -15.0799  6.9737  0.0792  -0.1604
F  -17.1787  6.4212  0.8307  -0.1798
F  -16.1803  5.1044  -0.7167  -0.2657
F  -16.5238  4.3753  1.3983  -0.2973
F  -14.3528  4.8851  0.6472  -0.1489
F  -15.3460  6.1878  2.2244  -0.1520
P  -17.4400  0.6120  1.4779  0.1572
F  -16.9605  -0.6759  0.6590  -0.1542
F  -16.4933  0.2157  2.7318  -0.1783
F  -16.2061  1.4938  0.8768  -0.1816
F  -18.0381  1.9175  2.2421  -0.1999
F  -18.2818  1.1624  0.1661  -0.3073
F  -18.6482  -0.2341  2.1212  -0.1552
P  -20.3716  4.4240  2.9855  0.1334
F  -18.7929  4.4934  2.5581  -0.2524
F  -20.1712  5.7838  3.8334  -0.1710
F  -20.6244  5.2751  1.6191  -0.1953
F  -21.9496  4.4414  3.3220  -0.1686
F  -20.5297  3.0389  2.1755  -0.1830
F  -20.0826  3.5646  4.3218  -0.1671
P  -17.2749  2.6010  -3.3787  0.1487
F  -16.0893  3.2889  -4.1928  -0.1425
F  -18.0507  3.9959  -3.2048  -0.1802
F  -18.1306  2.2767  -4.7180  -0.1732
F  -18.4436  1.8823  -2.4397  -0.2554
F  -16.6244  1.1001  -3.5905  -0.2003
F  -16.4695  2.7341  -1.9818  -0.2175
P  -21.9981  2.7093  -1.6982  0.1510
F  -21.5150  1.3559  -2.3934  -0.1438
F  -20.7252  3.5083  -2.2999  -0.2096
F  -22.9706  3.1211  -2.9356  -0.1859
F  -22.4893  4.0967  -0.9977  -0.1731
F  -23.2433  1.8791  -1.0417  -0.1947
F  -21.1113  2.4013  -0.3603  -0.2432
P  -19.6827  7.8050  -1.7530  0.1267
F  -18.3137  7.6815  -2.5883  -0.1632
F  -20.5096  7.3042  -3.0421  -0.1675
F  -19.5230  6.2579  -1.2500  -0.2582
F  -21.0628  7.9444  -0.9303  -0.1646
F  -18.8590  8.3288  -0.4883  -0.1527
F  -19.8459  9.3562  -2.2847  -0.2197

Values from the calculation:
charge = -4
E_tot = -154297.7506 eV
HOMO energy = -2.4 eV
HOMO-LUMO gap = 11.0 eV

(5)
# BaH14O7

A molecular structure, BaH14O7 (the ωB97M-V functional and the def2-TZVPD basis, the OMol25 dataset).

Each line ends with the Löwdin charge.
Cartesian coordinates (Å):
Ba  0.5353  0.3156  0.2905  2.1563
O  -0.2215  -0.9232  2.5681  -0.1968
H  -0.0642  -1.8016  2.9446  0.0827
H  -1.0292  -0.5883  2.9827  0.0639
O  2.7855  0.0729  -1.1816  -0.2020
H  3.2526  -0.7466  -1.4038  0.0735
H  3.2710  0.7740  -1.6460  0.0862
O  -0.5837  2.0350  2.0929  -0.1816
H  -0.2759  2.7510  2.6712  0.0913
H  -1.5507  2.0812  2.1399  0.0750
O  1.2401  -2.4679  -0.1513  -0.1401
H  0.8310  -3.2596  -0.5303  0.0790
H  2.0000  -2.8060  0.3475  0.0732
O  -0.0708  -0.0717  -2.4658  -0.1554
H  -0.8830  -0.4503  -2.8304  0.0728
H  0.6553  -0.5281  -2.9153  0.0598
O  -0.7215  2.5888  -0.9742  -0.1532
H  -1.3201  3.1657  -0.4815  0.0596
H  -0.7817  2.8808  -1.8954  0.0740
O  -2.0239  -0.7980  0.1740  -0.1678
H  -2.8201  -0.5791  -0.3335  0.0798
H  -2.2247  -1.6448  0.5979  0.0697

Values from the calculation:
charge = +2
E_tot = -15243.2655 eV
HOMO energy = -18.9 eV
HOMO-LUMO gap = 12.6 eV

(6)
# BaH16O8

A molecular structure, BaH16O8 at a distorted geometry (the ωB97M-V functional and the def2-TZVPD basis, the OMol25 dataset).

Each line ends with the Löwdin charge.
Cartesian coordinates (Å):
Ba  -0.1950  0.5345  0.0117  2.1414
O  -0.9200  -0.5025  -2.4563  -0.1550
H  -0.2340  -1.2035  -2.7013  0.0944
H  -1.5380  -1.0285  -1.9853  -0.0081
O  -0.8230  0.9525  2.7567  -0.1425
H  -0.0760  0.7655  3.3307  0.0549
H  -0.9920  1.8725  2.9377  0.0570
O  2.0140  -0.3715  1.7437  -0.1259
H  2.5430  0.1375  2.3647  0.0743
H  2.6210  -1.1165  1.5457  0.0797
O  -2.9910  -0.2685  -0.0973  -0.0823
H  -3.7940  0.1495  -0.3913  0.0809
H  -3.3030  -0.7065  0.6367  0.0121
O  -0.5840  2.4545  -1.9853  -0.1568
H  -1.5000  2.8505  -1.7903  0.1144
H  -0.2140  2.8945  -2.6983  0.0245
O  1.7230  -1.3745  -1.0453  -0.1308
H  2.2130  -1.9825  -0.4783  0.0638
H  1.5800  -1.9155  -1.8343  0.0709
O  -0.9690  -1.9585  1.3467  -0.1013
H  -1.7830  -2.3995  1.0957  0.0609
H  -0.5840  -2.3895  2.0757  0.0425
O  2.2300  1.4105  -0.7573  -0.1815
H  2.9800  1.0405  -0.3543  0.0164
H  2.5970  2.1545  -1.2713  0.0962

Values from the calculation:
charge = +2
E_tot = -17322.6167 eV
HOMO energy = -18.9 eV
HOMO-LUMO gap = 12.5 eV